Density functional theory data (wB97M-V/def2-TZVPD) for 6 unconnected molecules or ions with the total composition C35H37BClFN5O15P2.

Summary:
HOMO-LUMO gap = 6.33 eV
largest force on an atom = 0.8 eV/A
spin multiplicity = 1
total charge = -1
LUMO energy = 1.16 eV

Last column: Löwdin charge in e.
Positions of all 97 atoms, in Å:
C1 4.20 0.53 0.61  -0.0926
C2 2.81 0.94 0.04  -0.2304
C3 2.01 1.72 1.05  -0.3585
F1 1.87 0.90 2.22  -0.0681
B1 0.54 2.32 0.59  -0.8169
C4 -0.12 2.98 1.96  -0.1489
C5 -1.31 3.85 1.86  -0.3307
O1 -2.40 3.53 1.42  -0.0079
P1 1.01 3.58 -0.85  0.6409
O2 1.55 4.86 0.10  -0.4087
Cl1 -0.87 4.33 -1.42  0.2599
P2 -0.46 0.86 -0.18  0.4821
O3 -0.03 0.48 -1.55  -0.3242
O4 -2.04 1.09 -0.18  -0.1516
O5 -0.32 -0.44 0.80  -0.1755
H1 4.44 1.23 1.40  0.0651
H2 4.96 0.62 -0.16  0.0618
H3 4.20 -0.48 1.00  0.0587
H4 2.97 1.55 -0.85  0.0935
H5 2.28 0.05 -0.28  0.0679
H6 2.62 2.58 1.38  0.1210
H7 -0.36 2.18 2.67  0.0984
H8 0.68 3.56 2.43  0.0923
H9 -1.20 4.88 2.27  0.1135
H10 0.84 5.47 0.32  0.0162
H11 -2.41 1.26 0.70  0.0488
H12 0.35 -1.03 0.43  0.0589
C6 -0.04 -3.63 -4.52  -0.0702
C7 -0.12 -2.62 -3.58  -0.0421
C8 0.86 -2.48 -2.62  0.0141
C9 1.92 -3.37 -2.63  -0.1522
C10 2.03 -4.39 -3.56  -0.0194
C11 1.04 -4.52 -4.51  -0.0761
N1 2.99 -3.21 -1.62  -0.3340
O6 2.89 -2.32 -0.81  0.0894
O7 3.93 -4.00 -1.67  0.0400
H13 -0.81 -3.74 -5.28  0.1034
H14 -0.95 -1.92 -3.59  0.1160
H15 0.79 -1.68 -1.90  0.0862
H16 2.88 -5.06 -3.53  0.1145
H17 1.10 -5.30 -5.25  0.1017
C12 -3.62 5.31 -3.13  -0.0831
C13 -4.10 5.88 -4.30  -0.0633
C14 -5.24 6.66 -4.28  -0.0142
C15 -5.89 6.86 -3.08  -0.1579
C16 -5.43 6.29 -1.90  -0.0008
C17 -4.29 5.51 -1.93  -0.0540
N2 -7.09 7.70 -3.05  -0.3571
O8 -7.48 8.16 -4.10  0.0601
O9 -7.63 7.88 -1.98  0.0661
H18 -2.73 4.70 -3.14  0.0415
H19 -3.57 5.71 -5.23  0.1062
H20 -5.62 7.11 -5.19  0.1134
H21 -5.97 6.46 -0.97  0.1172
H22 -3.92 5.06 -1.02  0.1015
C18 -0.79 -2.44 3.15  -0.0566
C19 -0.62 -2.83 4.48  -0.0635
C20 -1.33 -3.90 4.98  -0.0223
C21 -2.20 -4.57 4.14  -0.1598
C22 -2.39 -4.20 2.82  0.0014
C23 -1.67 -3.13 2.32  -0.0486
N3 -2.96 -5.71 4.68  -0.3546
O10 -2.81 -6.00 5.85  0.0573
O11 -3.70 -6.31 3.92  0.0689
H23 -0.25 -1.58 2.76  0.0932
H24 0.06 -2.28 5.12  0.1119
H25 -1.22 -4.22 6.01  0.1152
H26 -3.08 -4.75 2.20  0.1180
H27 -1.81 -2.81 1.30  0.1113
C24 8.18 -3.10 -4.38  -0.0768
C25 7.00 -3.34 -3.68  -0.0555
C26 5.82 -2.72 -4.08  0.0070
C27 5.85 -1.88 -5.17  -0.1381
C28 7.00 -1.62 -5.88  -0.0084
C29 8.18 -2.24 -5.48  -0.0742
N4 4.58 -1.25 -5.60  -0.3466
O12 3.59 -1.48 -4.96  0.0910
O13 4.63 -0.53 -6.59  0.0741
H28 9.09 -3.58 -4.08  0.1032
H29 6.99 -4.00 -2.83  0.1105
H30 4.91 -2.89 -3.53  0.0916
H31 6.98 -0.95 -6.73  0.1165
H32 9.09 -2.05 -6.02  0.1034
C30 -2.40 -0.98 7.95  -0.0758
C31 -3.26 -1.79 7.22  -0.0696
C32 -3.55 -1.50 5.90  -0.0134
C33 -2.95 -0.39 5.33  -0.1512
C34 -2.09 0.44 6.03  0.0016
C35 -1.82 0.13 7.35  -0.0668
N5 -3.22 -0.09 3.91  -0.3348
O14 -3.98 -0.84 3.32  0.0833
O15 -2.64 0.85 3.41  0.0844
H33 -2.18 -1.22 8.98  0.1034
H34 -3.71 -2.66 7.69  0.1091
H35 -4.21 -2.12 5.31  0.1213
H36 -1.65 1.29 5.54  0.1210
H37 -1.15 0.76 7.92  0.1060



Density functional theory data (wB97M-V/def2-TZVPD) for a molecular structure, C35H37BCrF4P2.

Summary:
HOMO-LUMO gap (alpha / beta) = 4.20 / 5.10 eV
largest force on an atom = 3.0 eV/A
spin multiplicity = 5
ΔE to the lowest compared entry with this formula, charge and spin = 275.67 kJ/mol
LUMO energy (alpha / beta) = -2.57 / -1.68 eV

Last column: Löwdin charge in e.
Positions of all 80 atoms, in Å:
Cr1 -0.96 0.21 -1.02  0.7312
C1 -3.96 -3.02 1.52  -0.0963
C2 -3.20 -2.43 2.46  -0.1810
C3 -1.91 -2.98 2.97  -0.1935
C4 -0.76 -3.21 1.94  -0.1950
C5 -1.19 -3.92 0.68  -0.1305
C6 -2.38 -4.50 0.51  -0.1071
C7 -3.14 -5.29 1.57  -0.1501
C8 -4.39 -4.44 1.91  -0.1571
C9 -2.18 -0.21 -2.64  -0.1742
H1 -4.48 -2.53 0.67  0.1151
H2 -3.46 -1.40 2.86  0.0661
H3 -2.15 -3.99 3.36  0.0936
H4 -1.51 -2.31 3.79  0.1198
H5 -0.13 -2.30 1.76  0.0939
H6 -0.03 -3.90 2.41  0.1090
H7 -0.40 -3.95 -0.11  0.1024
H8 -2.83 -4.68 -0.47  0.1081
H9 -2.56 -5.33 2.48  0.0749
H10 -3.40 -6.32 1.29  0.1244
H11 -5.24 -4.78 1.31  0.0762
H12 -4.71 -4.52 2.97  0.1193
H13 -3.04 -0.63 -2.04  0.0244
H14 -1.73 -0.98 -3.29  -0.0021
H15 -2.43 0.68 -3.25  0.0023
P1 0.47 2.78 0.29  0.9690
P2 2.24 1.45 -1.71  0.9809
C10 1.93 1.93 0.92  -0.3222
C11 2.77 1.39 0.02  -0.3239
C12 0.82 4.46 0.96  -0.3762
C13 1.71 4.69 2.03  -0.0928
C14 1.95 5.98 2.50  -0.0783
C15 1.35 7.10 1.91  -0.0741
C16 0.46 6.88 0.85  -0.0792
C17 0.20 5.58 0.38  -0.0980
C18 -0.78 2.10 1.39  -0.3948
C19 -1.12 0.76 1.06  -0.2427
C20 -2.14 0.11 1.81  -0.0611
C21 -2.71 0.75 2.92  -0.0415
C22 -2.35 2.07 3.23  -0.0217
C23 -1.41 2.75 2.44  -0.0586
C24 3.80 2.09 -2.46  -0.3604
C25 4.12 3.43 -2.15  -0.1079
C26 5.30 4.00 -2.62  -0.0835
C27 6.19 3.25 -3.41  -0.0824
C28 5.88 1.92 -3.73  -0.0778
C29 4.69 1.34 -3.25  -0.0773
C30 2.38 -0.34 -2.08  -0.4296
C31 1.87 -0.78 -3.31  -0.1241
C32 2.00 -2.12 -3.68  -0.0658
C33 2.64 -3.02 -2.81  -0.0688
C34 3.14 -2.59 -1.58  -0.0662
C35 2.99 -1.25 -1.21  -0.0948
H16 2.14 1.89 2.00  0.0878
H17 3.75 0.98 0.28  0.0916
H18 2.24 3.86 2.50  0.0889
H19 2.65 6.12 3.33  0.1062
H20 1.57 8.13 2.26  0.1132
H21 -0.03 7.72 0.36  0.1055
H22 -0.50 5.41 -0.45  0.1041
H23 -0.22 0.11 0.53  0.0989
H24 -2.47 -0.87 1.43  0.0884
H25 -3.49 0.25 3.51  0.1156
H26 -2.81 2.57 4.09  0.1178
H27 -1.15 3.77 2.69  0.1052
H28 3.43 4.02 -1.53  0.0989
H29 5.55 5.04 -2.36  0.1060
H30 7.13 3.69 -3.76  0.1063
H31 6.56 1.31 -4.32  0.1058
H32 4.45 0.30 -3.50  0.0998
H33 1.38 -0.06 -3.98  0.1095
H34 1.63 -2.45 -4.66  0.1152
H35 2.78 -4.05 -3.12  0.1083
H36 3.67 -3.28 -0.91  0.1139
H37 3.40 -0.95 -0.25  0.0886
F1 -5.08 -3.38 -1.11  0.0594
B1 -5.60 -4.70 -1.31  -1.1256
F2 -4.51 -5.53 -1.76  0.0471
F3 -6.10 -5.19 -0.03  0.0238
F4 -6.63 -4.69 -2.26  0.0996